The following is a DFT calculation (ωB97M-V with the def2-TZVPD basis set) of a cluster of 3 separate species, C4H14N2OS in total.

The energy above the lowest of the compared OMol25 structures with the same formula, charge and spin comes out at 8.565 eV. For the HOMO-LUMO gap, the calculation gives 0.1851 hartree. The LUMO energy comes out at -3.71 eV. Its spin multiplicity is 1. As for the calculated total energy: -743.4191 Eh. Its HOMO energy is -8.74 eV.

Last column: Mulliken charge in e.
Positions of all 22 atoms, in Å:
C (1.293, -0.613, 1.061)  -0.74
N (-0.041, 1.055, -0.673)  -0.34
C (-1.009, 0.030, -1.072)  -0.70
C (-1.798, -0.428, 0.220)  -0.39
S (-3.456, -1.068, -0.363)  -0.24
C (2.696, -0.567, 0.502)  -0.35
N (2.832, -0.380, -1.000)  -0.76
H (1.117, 0.148, 1.828)  0.39
H (0.912, -1.595, 1.392)  0.38
H (0.836, 0.306, 0.216)  0.07
H (-0.379, -0.786, -1.392)  0.30
H (-1.723, 0.497, -1.764)  0.54
H (-1.340, -1.086, 0.941)  0.31
H (-1.774, 0.575, 0.693)  0.38
H (-3.931, -1.494, 0.809)  0.13
H (3.412, 0.173, 0.917)  0.30
H (3.174, -1.565, 0.579)  0.34
H (2.198, -1.159, -1.309)  0.27
H (2.016, 0.194, -1.328)  0.41
H (-2.526, 3.184, -0.312)  0.22
H (-0.585, 1.825, -0.256)  0.29
O (-1.926, 2.754, 0.310)  -0.83

=====

The following is a DFT calculation (ωB97M-V with the def2-TZVPD basis set) of a structure of composition C37H30BCl5LiN4O2P2.

Its net charge is -1. The energy above the lowest of the compared OMol25 structures with the same formula, charge and spin comes out at 0.000 eV. For the HOMO-LUMO gap, the calculation gives 0.2583 hartree. The LUMO energy comes out at 2.04 eV. Its spin multiplicity is 1. As for the calculated total energy: -4813.7765 Eh. Its HOMO energy is -4.99 eV.

Last column: Mulliken charge in e.
Positions of all 82 atoms, in Å:
Li (0.305, 1.078, 1.287)  0.94
B (3.005, 0.723, 4.008)  0.00
N (1.475, 0.686, 4.280)  0.00
C (0.970, 0.478, 5.506)  -0.36
C (-0.402, 0.638, 5.453)  -1.19
C (-0.645, 0.941, 4.109)  -0.35
N (0.487, 0.972, 3.415)  0.29
N (3.395, 0.674, 2.490)  -0.45
C (4.677, 0.573, 2.108)  -0.55
C (4.729, 0.566, 0.727)  -1.02
C (3.386, 0.674, 0.350)  -0.44
N (2.591, 0.738, 1.415)  0.85
H (3.479, 1.737, 4.482)  -0.20
H (3.494, -0.258, 4.543)  -0.19
H (1.629, 0.243, 6.326)  0.41
H (-1.110, 0.545, 6.258)  0.38
H (-1.578, 1.119, 3.598)  0.45
H (5.456, 0.522, 2.851)  0.40
H (5.600, 0.506, 0.097)  0.41
H (2.941, 0.706, -0.629)  0.27
O (0.586, 0.736, -0.682)  0.02
P (-0.166, 0.169, -1.828)  1.03
C (-1.405, -1.043, -1.289)  -1.36
P (-1.082, -1.593, 0.421)  1.00
O (-1.027, -0.466, 1.377)  -0.18
C (-2.459, -2.713, 0.736)  0.51
C (-3.713, -2.124, 0.904)  -0.58
C (-4.821, -2.914, 1.161)  -0.71
C (-4.682, -4.294, 1.260)  -0.48
C (-3.436, -4.880, 1.109)  -0.69
C (-2.323, -4.090, 0.849)  -0.47
C (0.454, -2.517, 0.370)  0.32
C (1.417, -2.112, 1.288)  -1.04
C (2.690, -2.667, 1.247)  -0.38
C (2.986, -3.638, 0.305)  -0.72
C (2.018, -4.064, -0.600)  -0.85
C (0.755, -3.501, -0.572)  0.14
C (-1.044, 1.444, -2.741)  0.58
C (-1.891, 1.153, -3.808)  -0.50
C (-2.599, 2.171, -4.423)  -0.74
C (-2.454, 3.480, -3.976)  -0.63
C (-1.597, 3.772, -2.927)  -0.52
C (-0.883, 2.754, -2.309)  -0.62
C (0.925, -0.634, -3.022)  0.65
C (0.692, -1.857, -3.639)  -0.38
C (1.614, -2.379, -4.537)  -0.71
C (2.775, -1.679, -4.822)  -0.54
C (3.015, -0.454, -4.212)  -0.73
C (2.094, 0.067, -3.321)  -0.71
H (-1.458, -1.915, -1.944)  0.69
H (-2.381, -0.554, -1.283)  0.75
H (-3.812, -1.045, 0.868)  0.38
H (-5.790, -2.453, 1.295)  0.42
H (-5.547, -4.910, 1.470)  0.37
H (-3.324, -5.953, 1.203)  0.39
H (-1.347, -4.549, 0.750)  0.39
H (1.186, -1.339, 2.009)  0.38
H (3.443, -2.309, 1.938)  0.43
H (3.983, -4.061, 0.264)  0.41
H (2.259, -4.821, -1.336)  0.41
H (0.011, -3.823, -1.293)  0.50
H (-2.009, 0.131, -4.154)  0.35
H (-3.268, 1.948, -5.245)  0.41
H (-3.016, 4.276, -4.449)  0.40
H (-1.498, 4.789, -2.567)  0.46
H (-0.236, 2.955, -1.465)  0.51
H (-0.203, -2.424, -3.426)  0.28
H (1.425, -3.335, -5.007)  0.44
H (3.497, -2.087, -5.518)  0.39
H (3.924, 0.093, -4.425)  0.42
H (2.287, 1.017, -2.835)  0.35
Cl (1.420, 4.143, 1.885)  -0.23
C (-0.267, 4.222, 1.382)  1.27
C (-0.908, 3.039, 1.069)  -1.47
C (-2.204, 3.197, 0.650)  0.89
Cl (-3.141, 1.744, 0.146)  -0.32
C (-2.867, 4.413, 0.513)  -0.58
Cl (-4.486, 4.529, -0.102)  -0.21
C (-2.179, 5.572, 0.859)  0.72
Cl (-2.947, 7.118, 0.715)  -0.23
C (-0.860, 5.479, 1.307)  -0.48
Cl (-0.009, 6.927, 1.735)  -0.22

=====

The following is a DFT calculation (ωB97M-V with the def2-TZVPD basis set) of a cluster of 2 separate species, C4H10OS in total.

The energy above the lowest of the compared OMol25 structures with the same formula, charge and spin comes out at 2.764 eV. For the HOMO-LUMO gap (alpha / beta), the calculation gives 0.3137 / 0.3136 hartree. The LUMO energy (alpha / beta) comes out at -0.53 / -0.53 eV. Its spin multiplicity is 1. As for the calculated total energy: -631.7231 Eh. Its HOMO energy (alpha / beta) is -9.06 / -9.06 eV.

Last column: Mulliken charge in e.
Positions of all 16 atoms, in Å:
C (-0.969, 0.528, -1.524)  -1.38
C (0.922, 0.316, 1.784)  -0.96
C (-0.846, 0.376, -0.062)  0.60
C (0.544, 0.306, 0.310)  -0.47
O (-1.612, -0.783, 0.379)  -0.50
S (1.837, -1.751, -0.169)  -0.28
H (-0.948, -0.331, -2.156)  0.32
H (-0.257, 1.217, -2.043)  0.33
H (-1.982, 0.919, -1.654)  0.36
H (0.250, -0.585, 2.155)  0.30
H (2.053, -0.088, 2.033)  0.26
H (0.617, 1.267, 2.177)  0.37
H (-1.316, 1.305, 0.365)  0.27
H (1.153, 0.955, -0.314)  0.33
H (-1.155, -1.506, 0.153)  0.34
H (1.709, -2.146, -1.434)  0.10

=====

The following is a DFT calculation (ωB97M-V with the def2-TZVPD basis set) of a structure of composition C6H13O3V.

The energy above the lowest of the compared OMol25 structures with the same formula, charge and spin comes out at 2.688 eV. For the HOMO-LUMO gap (alpha / beta), the calculation gives 0.2032 / 0.2699 hartree. The LUMO energy (alpha / beta) comes out at 0.64 / 0.52 eV. Its spin multiplicity is 5. As for the calculated total energy: -1405.9233 Eh. Its HOMO energy (alpha / beta) is -4.89 / -6.83 eV.

Last column: Mulliken charge in e.
Positions of all 23 atoms, in Å:
C (0.645, 2.125, -1.684)  -0.75
O (-0.670, 1.741, -1.341)  -0.27
C (-1.169, 0.621, -2.037)  -0.51
C (-0.650, -0.690, -1.487)  -0.55
O (-0.419, -0.571, -0.097)  -0.11
C (-0.435, -1.729, 0.718)  -0.37
C (0.515, -1.590, 1.890)  -0.54
O (1.341, -0.465, 1.956)  -0.39
C (0.793, 0.686, 2.689)  -0.72
V (-0.104, 1.266, 0.835)  0.23
H (0.718, 2.335, -2.762)  0.32
H (0.885, 3.011, -1.085)  0.26
H (-0.893, 0.712, -3.101)  0.35
H (-2.263, 0.636, -1.890)  0.33
H (0.315, -0.940, -1.950)  0.33
H (-1.367, -1.502, -1.681)  0.45
H (-0.124, -2.590, 0.106)  0.38
H (-1.464, -1.917, 1.056)  0.31
H (1.212, -2.440, 1.843)  0.29
H (-0.115, -1.648, 2.796)  0.29
H (0.212, 0.353, 3.568)  0.18
H (1.670, 1.251, 3.048)  0.12
H (1.366, 1.346, -1.390)  0.37

=====

The following is a DFT calculation (ωB97M-V with the def2-TZVPD basis set) of a structure of composition C34H28BrN6O6Rh.

For the HOMO-LUMO gap (alpha / beta), the calculation gives 0.2492 / 0.2255 hartree. The LUMO energy (alpha / beta) comes out at -0.01 / -1.85 eV. Its spin multiplicity is 5. As for the calculated total energy: -4776.9343 Eh. Its HOMO energy (alpha / beta) is -6.79 / -7.99 eV.

Last column: Mulliken charge in e.
Positions of all 76 atoms, in Å:
Rh (-0.583, -0.964, -0.004)  0.51
O (2.487, -4.212, 0.377)  -0.69
C (2.208, -4.802, -0.801)  0.38
C (2.948, -5.944, -1.120)  -0.70
C (2.728, -6.613, -2.305)  -0.32
C (1.762, -6.164, -3.203)  -0.80
C (1.022, -5.045, -2.887)  -0.42
C (1.226, -4.346, -1.694)  0.22
C (0.382, -3.175, -1.379)  1.27
O (0.770, -2.419, -0.386)  -0.85
N (-0.693, -2.958, -2.077)  -1.18
N (-1.329, -1.808, -1.611)  0.79
C (-2.298, -1.323, -2.296)  -0.50
C (-3.055, -0.148, -1.941)  0.81
C (-3.993, 0.308, -2.889)  -0.86
C (-4.783, 1.405, -2.658)  -0.71
C (-4.664, 2.075, -1.435)  -0.46
C (-3.778, 1.645, -0.480)  -0.66
C (-2.942, 0.532, -0.707)  0.83
O (-2.135, 0.185, 0.273)  -0.69
H (1.935, -3.405, 0.442)  0.38
H (3.694, -6.277, -0.411)  0.44
H (3.315, -7.493, -2.535)  0.38
H (1.592, -6.686, -4.135)  0.39
H (0.259, -4.681, -3.561)  0.45
H (-2.548, -1.853, -3.212)  0.35
H (-4.076, -0.236, -3.823)  0.37
H (-5.491, 1.743, -3.401)  0.41
H (-5.283, 2.942, -1.236)  0.41
H (-3.681, 2.148, 0.473)  0.48
Br (6.601, 6.795, -3.331)  -0.19
C (4.996, 6.546, -2.363)  0.16
C (5.005, 5.771, -1.212)  -0.60
C (3.833, 5.580, -0.504)  -0.44
C (2.643, 6.167, -0.953)  0.39
C (2.658, 6.961, -2.110)  -0.14
C (3.827, 7.147, -2.817)  -0.43
N (1.410, 5.996, -0.342)  -0.79
N (1.397, 5.282, 0.754)  -0.33
C (1.102, 3.980, 0.816)  -0.09
C (1.162, 3.394, 2.098)  -0.45
C (0.956, 2.044, 2.314)  -0.97
C (0.676, 1.185, 1.257)  0.84
O (0.480, -0.100, 1.440)  -0.65
C (0.595, 1.747, -0.067)  0.52
N (0.310, 0.872, -1.065)  -0.21
C (0.117, 1.316, -2.285)  -0.15
C (0.182, 2.677, -2.602)  -1.24
C (0.500, 3.575, -1.615)  -0.46
C (0.751, 3.126, -0.302)  0.87
H (5.928, 5.322, -0.873)  0.40
H (3.835, 4.985, 0.398)  0.42
H (1.734, 7.420, -2.434)  0.45
H (3.841, 7.756, -3.710)  0.40
H (1.394, 4.050, 2.926)  0.43
H (1.007, 1.628, 3.311)  0.45
H (-0.097, 0.572, -3.044)  0.56
H (-0.022, 3.002, -3.612)  0.43
H (0.539, 4.632, -1.829)  0.64
O (-1.982, -2.444, 1.454)  -0.47
C (-1.416, -3.040, 2.344)  -0.05
O (-0.111, -3.237, 2.357)  -0.33
C (-2.170, -3.630, 3.531)  0.42
N (-1.200, -4.034, 4.555)  -0.63
C (-1.166, -2.907, 5.504)  -0.61
C (-2.610, -2.419, 5.598)  -0.55
C (-3.141, -2.601, 4.166)  -0.65
H (-2.698, -4.500, 3.137)  0.45
H (0.063, -3.742, 3.187)  0.39
H (-1.520, -4.871, 5.025)  0.32
H (-0.530, -2.127, 5.077)  0.16
H (-0.725, -3.216, 6.450)  0.48
H (-2.688, -1.391, 5.947)  0.35
H (-3.167, -3.050, 6.294)  0.27
H (-3.132, -1.674, 3.596)  0.28
H (-4.164, -2.973, 4.157)  0.34

=====

The following is a DFT calculation (ωB97M-V with the def2-TZVPD basis set) of a cluster of 2 separate species, C10H23N3 in total.

The energy above the lowest of the compared OMol25 structures with the same formula, charge and spin comes out at 2.710 eV. For the HOMO-LUMO gap (alpha / beta), the calculation gives 0.3397 / 0.2805 hartree. The LUMO energy (alpha / beta) comes out at 0.79 / 0.39 eV. Its spin multiplicity is 1. As for the calculated total energy: -558.8565 Eh. Its HOMO energy (alpha / beta) is -8.45 / -7.24 eV.

Last column: Mulliken charge in e.
Positions of all 36 atoms, in Å:
C (-1.528, 1.679, 1.331)  -0.97
C (-0.151, 1.853, 1.896)  -1.10
C (-1.451, 0.569, 0.290)  1.04
C (0.518, 0.472, 1.659)  1.72
C (-1.573, 1.044, -1.178)  -1.82
C (-2.511, -0.523, 0.668)  -1.22
C (0.506, -0.422, 2.924)  -1.61
C (1.878, 0.657, 1.042)  -2.48
C (2.220, -1.420, -3.405)  -1.35
C (1.142, -0.801, -2.414)  -0.11
N (-0.230, -0.132, 0.639)  0.15
N (0.407, -2.368, -0.699)  -0.55
N (1.215, -1.340, -1.040)  -0.07
H (-2.418, 1.435, 1.834)  0.46
H (-1.821, 2.483, 0.650)  0.39
H (0.483, 2.621, 1.351)  0.35
H (-0.077, 2.226, 2.923)  0.40
H (-1.544, 0.297, -1.968)  0.27
H (-0.604, 1.568, -1.464)  0.30
H (-2.544, 1.405, -1.192)  0.59
H (-3.538, -0.238, 0.371)  0.41
H (-2.470, -0.763, 1.779)  0.36
H (-2.076, -1.505, 0.226)  0.09
H (-0.331, -0.086, 3.499)  0.41
H (1.416, -0.535, 3.515)  0.42
H (0.277, -1.539, 2.732)  0.22
H (2.237, -0.302, 0.698)  0.50
H (2.549, 1.086, 1.738)  0.53
H (1.950, 1.219, 0.218)  0.58
H (2.218, -2.486, -3.310)  0.36
H (1.966, -1.326, -4.485)  0.35
H (3.255, -1.254, -3.181)  0.37
H (1.152, 0.245, -2.248)  0.25
H (0.242, -1.216, -2.912)  0.17
H (0.653, -2.625, 0.304)  0.33
H (-0.631, -2.320, -0.840)  0.26